[1]
12
Properties=species:S:1:pos:R:3:nbo_charge:R:1 method="wB97M-V/def2-TZVPD" energy_ha=-2169.90316 total_charge=+1 e_homo_ev=-13.76 orbital_gap_ev=8.449
C -1.56175 1.46998 4.20206 1.071
O -1.26849 2.17228 5.06342 -0.416
O -1.90418 0.78169 3.32817 -0.646
O -1.61322 -0.53786 -0.87835 -0.671
C -0.67189 -0.52396 -1.62802 0.703
O 0.56969 -0.49483 -1.12666 -0.519
Cu -2.36847 -0.33595 1.29899 0.965
H -0.74658 -0.51473 -2.72558 0.186
O 1.65094 -0.00761 -3.13362 -0.491
C 1.67922 -0.29969 -1.96553 0.551
C 2.73007 -1.12888 -1.49843 0.107
H 3.50467 -0.58045 -0.93644 0.160

=====

[2]
47
Properties=species:S:1:pos:R:3:nbo_charge:R:1 method="wB97M-V/def2-TZVPD" energy_ha=-1494.82970 total_charge=-1 e_homo_ev=-7.45 orbital_gap_ev=9.788 de_lowest_kj_mol=29.5
B -0.03660 0.07554 -0.46670 1.343
F -0.20618 -0.08168 0.88603 -0.569
F 1.23639 -0.36687 -0.77568 -0.572
F -1.03183 -0.64404 -1.20987 -0.582
F -0.03417 1.41490 -0.75397 -0.555
O -2.95066 0.97057 1.17634 -0.980
H -2.92425 0.13752 0.71428 0.477
H -2.52147 1.56287 0.54656 0.467
O -3.65492 1.09305 -1.69594 -0.942
H -2.86420 1.33638 -2.17937 0.476
H -3.85391 0.21134 -1.98311 0.466
O -2.38054 -0.62299 -3.88077 -0.949
H -1.74928 -0.86097 -3.20282 0.484
H -1.82564 -0.00401 -4.33916 0.464
O 2.15942 -2.59486 0.87214 -0.982
H 2.11441 -2.47798 -0.06465 0.466
H 1.23856 -2.63309 1.17404 0.492
O 1.33554 -0.61033 3.27627 -0.952
H 0.79667 -0.36512 2.52075 0.484
H 1.11432 -1.49737 3.52411 0.464
O 1.59395 -0.71555 -3.55262 -0.953
H 0.86472 -0.11224 -3.74065 0.461
H 1.71779 -0.74821 -2.62960 0.487
O -0.26638 2.77082 1.80880 -0.940
H -0.28168 2.49761 2.71282 0.476
H -0.53699 1.99584 1.27567 0.501
O -2.15580 -1.51993 2.85916 -0.963
H -2.91765 -1.29883 2.30637 0.495
H -1.92050 -0.69218 3.22075 0.481
O 1.52141 2.51777 -2.35208 -1.015
H 2.21762 1.88762 -2.12443 0.486
H 0.75181 2.17850 -1.88714 0.471
O 3.50210 -0.15256 1.16450 -1.004
H 3.00746 0.59881 1.46189 0.487
H 2.91970 -0.84205 0.85072 0.493
O 2.26256 2.28314 1.46459 -0.980
H 2.38399 2.18123 0.52951 0.467
H 1.33395 2.40105 1.62822 0.486
O -3.11345 -1.41804 0.13317 -0.955
H -2.36307 -1.28131 -0.39438 0.501
H -3.84373 -1.47594 -0.45953 0.472
O -0.33296 -3.04156 1.24010 -0.965
H -0.85920 -2.29954 1.59275 0.515
H -0.55735 -3.79435 1.78685 0.477
O 3.63759 1.25643 -1.40719 -0.944
H 4.06877 2.02566 -0.95478 0.470
H 3.40367 0.75494 -0.67195 0.492

=====

[3]
91
Properties=species:S:1:pos:R:3:lowdin_charge:R:1 method="wB97M-V/def2-TZVPD" energy_ha=-5563.53198 smiles="CCOCCB1OB(S)OB(CCCS(=O)(=O)O)O1.O=S1(=O)OCCO1.O=S1(=O)OCCO1.O=S1(=O)OCCO1.O=S1(=O)OCCO1.O=S1(=O)OCCO1" total_charge=0 e_homo_ev=-9.69 orbital_gap_ev=9.559
C -2.66849 -5.92789 4.07895 -0.056
C -1.17426 -5.69315 3.86270 -0.260
O -0.99958 -4.73320 2.83325 -0.163
C 0.27307 -4.80024 2.21398 -0.213
C 0.62457 -3.46635 1.54978 -0.013
B -0.49834 -2.38103 1.47889 -0.492
O -1.80533 -2.64096 1.09501 0.241
B -2.76415 -1.80987 1.62362 -0.937
S -4.32286 -2.51659 2.18425 0.892
O -2.48245 -0.45821 1.72984 0.244
B -1.15329 -0.07559 1.58013 -0.497
C -0.78499 1.40125 1.23484 -0.051
C -1.41844 2.43358 2.19870 -0.200
C -0.57094 3.70360 2.25643 -0.239
S -1.43709 5.11639 2.85716 0.596
O -0.55073 6.24567 2.92208 -0.288
O -2.69697 5.21459 2.19045 -0.263
O -1.71559 4.67640 4.37345 -0.152
O -0.18492 -1.05188 1.75083 0.299
H -3.23518 -5.23844 3.45158 0.055
H -2.95957 -6.94657 3.81959 0.070
H -2.96048 -5.75136 5.11529 0.071
H -0.69509 -5.32671 4.78037 0.120
H -0.66492 -6.62404 3.58124 0.114
H 0.30286 -5.62526 1.49170 0.117
H 1.03194 -5.01735 2.97788 0.125
H 1.46701 -3.01036 2.07682 0.119
H 0.98073 -3.63602 0.52632 0.107
H -4.82539 -1.35260 2.61724 -0.125
H 0.29859 1.53283 1.18179 0.118
H -1.17394 1.64898 0.24200 0.103
H -2.41310 2.70340 1.84230 0.118
H -1.54323 2.02817 3.20516 0.121
H -0.24977 4.00671 1.25426 0.097
H 0.31800 3.58492 2.87767 0.120
H -1.30711 5.33260 4.95988 0.099
O 4.56952 -5.65527 1.20855 -0.213
S 3.60042 -6.05449 0.25315 0.581
O 2.90276 -5.08189 -0.51230 -0.227
O 2.56778 -7.03293 0.96887 -0.204
C 2.48845 -8.29057 0.27147 -0.136
C 3.87297 -8.45755 -0.32152 -0.141
O 4.21093 -7.12525 -0.75119 -0.188
H 1.72159 -8.22463 -0.50080 0.138
H 2.23311 -9.06090 0.99314 0.138
H 3.87504 -9.11061 -1.18619 0.095
H 4.60103 -8.79177 0.41809 0.141
O 5.27978 -10.60566 -3.38339 -0.209
S 4.12954 -9.91317 -3.83930 0.573
O 2.87944 -10.11326 -3.19287 -0.225
O 3.99243 -10.12715 -5.40743 -0.183
C 3.93503 -8.86303 -6.09305 -0.144
C 4.76397 -7.94297 -5.21504 -0.143
O 4.40172 -8.34704 -3.88345 -0.195
H 2.89534 -8.54122 -6.15691 0.135
H 4.35018 -9.00086 -7.08702 0.136
H 4.51135 -6.89297 -5.32658 0.138
H 5.83464 -8.09340 -5.35687 0.136
O 0.12885 3.37296 -1.11979 -0.216
S -0.21079 3.04438 -2.45874 0.592
O -1.31097 3.68636 -3.08562 -0.218
O -0.35162 1.46560 -2.56625 -0.188
C 0.52691 0.94081 -3.57984 -0.140
C 1.69456 1.91015 -3.57441 -0.142
O 1.06170 3.19143 -3.39659 -0.180
H 0.00147 0.93715 -4.53503 0.135
H 0.80306 -0.07022 -3.29527 0.138
H 2.24191 1.93372 -4.51168 0.137
H 2.37467 1.72914 -2.74156 0.137
O -0.57552 11.73059 4.48178 -0.231
S -1.22920 11.56200 3.23105 0.582
O -1.82313 12.67752 2.58579 -0.224
O -2.27941 10.37677 3.38307 -0.190
C -2.03627 9.34937 2.39847 -0.145
C -0.54159 9.42183 2.17593 -0.160
O -0.26834 10.83740 2.19288 -0.186
H -2.59245 9.58275 1.49157 0.122
H -2.35731 8.39650 2.80728 0.121
H -0.24218 9.02549 1.21228 0.123
H 0.01620 8.93790 2.97770 0.123
O -1.84507 8.76790 -0.92365 -0.223
S -2.66858 8.76637 -2.08216 0.590
O -3.18068 9.98337 -2.59536 -0.209
O -3.84252 7.71901 -1.83971 -0.185
C -3.87178 6.73405 -2.88589 -0.143
C -2.41954 6.61909 -3.30609 -0.157
O -1.95567 7.98278 -3.26644 -0.185
H -4.50837 7.09486 -3.69470 0.134
H -4.26997 5.81148 -2.47353 0.137
H -2.28452 6.24273 -4.31513 0.136
H -1.84144 6.01993 -2.60517 0.111